This record from OMol25 describes 2 unconnected molecules or ions with the total composition C9H7FN2O2. The level of theory is ωB97M-V with the def2-TZVPD basis set.

structure (SMILES) = Cc1ccc(C#[N+][O-])cc1.[O-][N+]#CF
ΔE to the lowest compared entry with this formula, charge and spin = 2.7688 eV
lowest unoccupied orbital energy = -0.963 eV
molar mass = 194.17 g mol⁻¹
gap between HOMO and LUMO = 7.597 eV

The geometry in ORCA input format:
```
! wB97M-V def2-TZVPD RIJCOSX def2/J DEFGRID3
* xyz 0 1
C -0.01 -0.79 0.89
C 0.07 1.38 -0.12
C -1.23 -1.00 0.38
C -1.17 1.13 -0.70
C 0.68 0.43 0.65
C -1.85 -0.05 -0.38
C 1.95 0.65 1.23
C 3.08 -0.66 -0.18
C -3.26 -0.27 -0.89
N 2.43 -1.23 -1.00
N 2.79 1.41 1.60
O 3.83 1.82 2.12
O 1.35 -1.71 -1.29
F 4.34 -0.45 0.19
H 0.47 -1.46 1.66
H 0.75 2.26 -0.31
H -1.64 -2.09 0.53
H -1.87 1.79 -1.18
H -3.27 -0.31 -2.01
H -3.40 -1.27 -0.51
H -4.06 0.41 -0.68
*
```

***

This record from OMol25 describes 2 unconnected molecules or ions with the total composition C2H7S2. The level of theory is ωB97M-V with the def2-TZVPD basis set.

expectation value of S² = 0.753
ΔE to the lowest compared entry with this formula, charge and spin = 0.6623 eV
lowest unoccupied orbital energy (alpha / beta) = 0.880 / -2.634 eV
molar mass = 95.21 g mol⁻¹
gap between HOMO and LUMO (alpha / beta) = 9.355 / 5.840 eV

The geometry in ORCA input format:
```
! wB97M-V def2-TZVPD RIJCOSX def2/J DEFGRID3
* xyz 0 2
S 2.83 0.40 1.47
H 3.90 0.58 2.19
C -2.03 -1.58 -1.20
S -1.49 0.21 -1.24
C -0.88 0.47 0.41
H -1.18 -2.27 -1.05
H -2.50 -1.81 -2.16
H -2.66 -1.65 -0.34
H 0.15 0.14 0.47
H -0.65 1.60 0.52
H -1.57 0.23 1.31
*
```

***

This record from OMol25 describes a molecular structure, C50H52N7P2Si2Sn. The level of theory is ωB97M-V with the def2-TZVPD basis set.

ΔE to the lowest compared entry with this formula, charge and spin = 0.1301 eV
lowest unoccupied orbital energy = 2.386 eV
molar mass = 987.85 g mol⁻¹
gap between HOMO and LUMO = 6.639 eV

The geometry in ORCA input format:
```
! wB97M-V def2-TZVPD RIJCOSX def2/J DEFGRID3
* xyz -1 1
Sn 0.05 0.04 0.30
C -4.05 0.90 2.21
C -4.70 1.88 1.47
C -4.09 2.40 0.36
C -2.79 1.99 0.00
N -2.19 0.99 0.68
C -2.83 0.48 1.75
N -2.25 2.61 -1.09
C -1.09 3.19 -1.10
N -0.25 3.39 -0.06
C 0.80 4.12 -0.53
N 1.86 4.56 0.06
C 2.24 4.21 1.35
C 3.19 5.04 1.97
C 3.66 4.72 3.22
C 3.19 3.58 3.85
C 2.25 2.82 3.18
N 1.78 3.12 1.97
C 0.60 4.46 -1.98
C 1.33 5.21 -2.88
C 0.82 5.34 -4.17
C -0.38 4.73 -4.54
C -1.10 3.97 -3.62
C -0.59 3.85 -2.34
H -4.49 0.46 3.09
H -5.69 2.23 1.76
H -4.55 3.16 -0.25
H -2.30 -0.32 2.26
H 3.54 5.91 1.43
H 4.41 5.35 3.70
H 3.55 3.28 4.83
H 1.85 1.92 3.63
H 2.26 5.67 -2.58
H 1.36 5.93 -4.90
H -0.75 4.85 -5.55
H -2.03 3.47 -3.89
C 3.92 0.18 -0.28
Si 3.40 -1.57 0.15
C 4.71 -2.75 -0.53
C 3.49 -1.73 2.02
N 1.80 -1.92 -0.30
P 1.05 -1.90 -1.69
C -0.56 -1.26 -1.60
P -1.82 -2.21 -1.03
N -1.90 -2.46 0.64
Si -2.82 -3.57 1.62
C -3.74 -2.59 2.94
C -1.68 -4.74 2.53
C -4.13 -4.57 0.72
C -3.39 -1.40 -1.53
C -3.38 -0.53 -2.63
C -4.55 0.10 -3.04
C -5.74 -0.12 -2.36
C -5.76 -0.98 -1.27
C -4.59 -1.61 -0.86
C -1.96 -3.85 -1.80
C -2.74 -4.04 -2.93
C -2.78 -5.28 -3.56
C -2.01 -6.33 -3.07
C -1.21 -6.14 -1.95
C -1.18 -4.90 -1.32
C 1.93 -0.88 -2.95
C 1.58 0.45 -3.20
C 2.32 1.24 -4.07
C 3.43 0.70 -4.72
C 3.79 -0.62 -4.50
C 3.05 -1.40 -3.61
C 1.15 -3.54 -2.51
C 1.84 -4.57 -1.86
C 1.99 -5.81 -2.48
C 1.45 -6.03 -3.74
C 0.75 -5.01 -4.38
C 0.61 -3.77 -3.77
H 4.76 0.52 0.34
H 3.08 0.86 -0.12
H 4.22 0.27 -1.34
H 5.71 -2.34 -0.37
H 4.58 -2.92 -1.61
H 4.66 -3.73 -0.04
H 4.49 -1.48 2.39
H 3.25 -2.75 2.35
H 2.77 -1.04 2.49
H -3.10 -2.37 3.81
H -4.60 -3.17 3.30
H -4.12 -1.63 2.56
H -0.99 -4.19 3.18
H -1.08 -5.34 1.84
H -2.27 -5.42 3.15
H -4.47 -4.10 -0.21
H -5.01 -4.69 1.37
H -3.77 -5.57 0.46
H -2.44 -0.35 -3.12
H -4.52 0.78 -3.88
H -6.65 0.38 -2.67
H -6.68 -1.15 -0.73
H -4.62 -2.27 0.00
H -3.34 -3.22 -3.31
H -3.39 -5.43 -4.44
H -2.03 -7.29 -3.56
H -0.59 -6.95 -1.57
H -0.53 -4.73 -0.46
H 0.71 0.87 -2.71
H 2.04 2.27 -4.23
H 4.00 1.32 -5.41
H 4.65 -1.04 -5.00
H 3.35 -2.42 -3.43
H 2.25 -4.37 -0.88
H 2.54 -6.60 -1.98
H 1.56 -6.99 -4.22
H 0.32 -5.18 -5.36
H 0.08 -2.97 -4.27
C -0.77 -1.78 1.39
H 0.09 -2.45 1.44
H -1.10 -1.60 2.42
*
```

***

This record from OMol25 describes a molecular structure, C23H42CeN3OP2. The level of theory is ωB97M-V with the def2-TZVPD basis set.

ΔE to the lowest compared entry with this formula, charge and spin = 10.3429 eV
lowest unoccupied orbital energy (alpha / beta) = -12.242 / -12.357 eV
molar mass = 578.67 g mol⁻¹
gap between HOMO and LUMO (alpha / beta) = 6.057 / 5.915 eV

The geometry in ORCA input format:
```
! wB97M-V def2-TZVPD RIJCOSX def2/J DEFGRID3
* xyz 3 1
Ce 0.14 0.03 -0.58
P 0.09 -2.20 -0.97
P 0.09 2.28 -0.74
N 0.29 0.13 -2.66
C 0.15 -2.29 -2.83
H 0.62 -3.22 -3.20
H -0.89 -2.25 -3.19
C 0.89 -1.03 -3.29
H 1.98 -1.14 -3.07
H 0.81 -0.95 -4.40
C 0.89 1.36 -3.17
H 0.81 1.39 -4.28
H 1.98 1.45 -2.94
C 0.15 2.56 -2.58
H -0.89 2.56 -2.94
H 0.62 3.53 -2.85
C 1.59 3.20 -0.09
C 1.92 2.85 1.37
H 2.92 3.24 1.63
H 1.93 1.76 1.53
H 1.19 3.29 2.06
C -1.49 3.15 -0.19
C -1.61 3.21 1.34
H -2.64 3.50 1.63
H -0.93 3.97 1.76
H -1.38 2.24 1.81
C -1.49 -3.12 -0.51
C -1.61 -3.33 1.01
H -2.64 -3.65 1.26
H -1.38 -2.42 1.57
H -0.93 -4.13 1.35
C 1.59 -3.18 -0.42
C 1.92 -2.98 1.07
H 2.92 -3.40 1.29
H 1.19 -3.49 1.72
H 1.93 -1.91 1.35
C 1.90 0.02 -0.46
O 3.07 0.02 -0.43
C -1.78 4.52 -0.84
H -1.10 5.30 -0.46
H -1.69 4.48 -1.94
H -2.81 4.83 -0.59
C -1.78 -4.41 -1.30
H -2.81 -4.75 -1.09
H -1.69 -4.27 -2.39
H -1.10 -5.23 -1.00
C 1.60 -4.67 -0.80
H 2.61 -5.09 -0.65
H 0.90 -5.24 -0.17
H 1.32 -4.84 -1.86
C 1.60 4.72 -0.32
H 0.90 5.23 0.37
H 2.61 5.12 -0.12
H 1.32 5.00 -1.35
H 2.38 2.75 -0.73
H 2.38 -2.67 -1.01
H -2.25 2.44 -0.56
H -2.25 -2.37 -0.81
H -2.72 -0.21 -1.78
H -2.80 -0.03 -1.00
N 2.02 -0.16 5.77
C 1.16 -0.16 5.00
C 0.08 -0.16 4.04
C -1.25 -0.17 4.45
C -2.27 -0.14 3.49
C -1.94 -0.10 2.13
N -0.63 -0.09 1.75
C 0.37 -0.12 2.68
H -1.50 -0.19 5.51
H -3.30 -0.15 3.81
H -2.72 -0.08 1.39
H 1.40 -0.11 2.37
*
```

***

This record from OMol25 describes a single C4H8N4 molecule. The level of theory is ωB97M-V with the def2-TZVPD basis set.

structure (SMILES) = Nc1c[nH]c(N)c1N
ΔE to the lowest compared entry with this formula, charge and spin = 1.0583 eV
lowest unoccupied orbital energy = 1.020 eV
molar mass = 112.14 g mol⁻¹
gap between HOMO and LUMO = 8.178 eV

The geometry in ORCA input format:
```
! wB97M-V def2-TZVPD RIJCOSX def2/J DEFGRID3
* xyz 0 1
C 0.39 -1.15 0.11
C 1.58 -0.48 0.10
C 0.06 1.11 -0.19
C -0.68 -0.04 0.02
H 0.71 -2.76 1.14
H -0.16 -3.05 -0.30
H 2.59 -0.85 0.07
H 2.03 1.26 -0.89
H -1.24 2.44 -0.95
H -0.29 3.13 0.25
H -2.26 -0.84 1.01
H -2.73 0.38 0.08
N -0.05 -2.45 0.51
N 1.43 0.87 -0.21
N -0.34 2.44 -0.53
N -2.00 -0.35 0.14
*
```

***

This record from OMol25 describes a molecular structure, C27H37CdN4O5S2. The level of theory is ωB97M-V with the def2-TZVPD basis set.

ΔE to the lowest compared entry with this formula, charge and spin = 0.0000 eV
lowest unoccupied orbital energy = -2.447 eV
molar mass = 674.16 g mol⁻¹
gap between HOMO and LUMO = 7.949 eV

The geometry in ORCA input format:
```
! wB97M-V def2-TZVPD RIJCOSX def2/J DEFGRID3
* xyz 1 1
Cd -0.35 0.17 -0.05
C -1.71 -1.76 2.72
O -0.59 -1.65 1.86
C -0.07 -2.93 1.53
C 1.25 -2.73 0.83
O 1.13 -1.90 -0.31
C 1.03 -2.52 -1.59
C -0.41 -2.57 -2.05
O -0.96 -1.26 -2.11
C -0.68 -0.61 -3.34
H -1.41 -2.22 3.67
H -2.49 -2.37 2.26
H -2.09 -0.76 2.91
H -0.80 -3.47 0.90
H 0.10 -3.53 2.43
H 1.69 -3.70 0.56
H 1.94 -2.22 1.50
H 1.48 -3.52 -1.57
H 1.61 -1.89 -2.27
H -1.04 -3.14 -1.36
H -0.47 -3.05 -3.03
H -1.05 -1.21 -4.17
H 0.39 -0.42 -3.46
H -1.19 0.35 -3.32
C 2.60 1.77 3.14
C 1.41 1.35 2.34
N 1.47 0.79 1.20
N 2.68 0.48 0.64
C 2.60 0.39 -0.66
O 1.57 0.71 -1.36
C 3.79 -0.13 -1.37
C 3.81 -0.13 -2.77
C 4.90 -0.64 -3.45
C 5.98 -1.16 -2.75
C 5.97 -1.16 -1.36
C 4.88 -0.65 -0.67
C 0.04 1.66 2.84
C -0.16 2.21 4.10
C -1.44 2.55 4.49
C -2.49 2.33 3.62
C -2.21 1.77 2.38
N -0.98 1.43 2.01
H 3.51 1.59 2.56
H 2.66 1.20 4.06
H 2.54 2.82 3.41
H 2.97 0.29 -3.30
H 4.91 -0.63 -4.53
H 6.83 -1.56 -3.28
H 6.81 -1.57 -0.82
H 4.86 -0.65 0.41
H 0.68 2.38 4.76
H -1.62 2.98 5.47
H -3.51 2.60 3.88
H -2.98 1.58 1.65
S -1.51 2.28 -1.31
C -0.49 3.46 -0.59
N 0.85 3.27 -0.60
C 1.74 4.10 -0.03
C 1.31 5.24 0.60
C -0.07 5.49 0.62
C -0.95 4.63 0.05
H 1.18 2.37 -1.02
H 2.77 3.80 -0.10
H 2.03 5.91 1.05
H -0.43 6.39 1.11
H -2.02 4.81 0.07
C -4.36 0.36 -1.76
S -3.84 -0.98 -0.70
C -5.19 -0.90 0.47
O -2.65 -0.48 0.06
H -5.28 0.05 -2.25
H -3.58 0.51 -2.50
H -4.50 1.26 -1.18
H -6.12 -1.12 -0.05
H -5.22 0.09 0.91
H -5.01 -1.65 1.24
*
```